1.
Here is a single C3H6N2O2 molecule from the OMol25 dataset. Energies are from ωB97M-V/def2-TZVPD.

Calculated values
Frontier orbital gap in Eh: 0.360
Net charge: 0
DFT total energy in eV: -10283.202
Structure (SMILES): NCC(=O)NC=O
Maximum force in eV Å⁻¹: 0.958
Energy above the lowest of the compared OMol25 structures with the same formula, charge and spin in kJ/mol: 154.0
Highest occupied orbital energy in eV: -9.0

CARTESIAN COORDINATES (ANGSTROEM)
N  -1.740  -0.904  -0.721
C  -0.378  0.660  0.125
O  -1.242  1.506  0.178
C  -0.711  -0.820  0.257
O  1.887  -0.577  1.098
C  1.955  0.421  0.415
N  0.909  0.970  -0.321
H  -2.529  -0.301  -0.561
H  -1.812  -1.712  -1.296
H  0.121  -1.446  -0.070
H  -0.865  -1.106  1.321
H  2.854  1.047  0.345
H  0.975  1.924  -0.658

2.
Here is 2 unconnected molecules or ions with the total composition C3H6N2O2 at a distorted geometry from the OMol25 dataset. Energies are from ωB97M-V/def2-TZVPD.

Calculated values
Frontier orbital gap in Eh: 0.364
Net charge: 0
DFT total energy in eV: -10278.761
Structure (SMILES): C[NH2+][O-].N#CC=O
Maximum force in eV Å⁻¹: 4.759
Energy above the lowest of the compared OMol25 structures with the same formula, charge and spin in kJ/mol: 582.4
Highest occupied orbital energy in eV: -9.6

CARTESIAN COORDINATES (ANGSTROEM)
C  1.747  1.152  0.187
C  0.996  1.417  -1.005
C  -0.820  -1.614  0.061
N  0.057  1.401  -1.681
N  -0.955  -0.094  0.191
O  2.612  0.303  0.309
O  -0.092  0.473  0.988
H  1.603  2.027  1.030
H  -0.486  -1.975  0.969
H  -1.858  -2.069  -0.275
H  0.020  -1.594  -0.706
H  -0.972  0.342  -0.777
H  -1.853  0.231  0.708

3.
Here is 2 unconnected molecules or ions with the total composition C3H6N2O2 at a distorted geometry from the OMol25 dataset. Energies are from ωB97M-V/def2-TZVPD.

Calculated values
Frontier orbital gap in Eh: 0.353
Net charge: 0
DFT total energy in eV: -10279.356
Structure (SMILES): C=C=O.CNN=O
Maximum force in eV Å⁻¹: 4.689
Energy above the lowest of the compared OMol25 structures with the same formula, charge and spin in kJ/mol: 525.1
Highest occupied orbital energy in eV: -8.8

CARTESIAN COORDINATES (ANGSTROEM)
C  2.327  -0.115  0.546
C  2.906  1.051  0.618
C  -2.391  -0.459  0.081
N  -1.287  -0.697  -0.832
N  -0.343  0.155  -1.031
O  1.812  -1.162  0.409
O  -0.424  1.303  -0.600
H  3.229  1.390  1.656
H  3.137  1.497  -0.254
H  -1.219  -1.528  -1.436
H  -1.909  -0.513  1.146
H  -3.084  -1.404  -0.132
H  -2.755  0.482  -0.172

4.
Here is a single C3H6N2O2 molecule from the OMol25 dataset. Energies are from ωB97M-V/def2-TZVPD.

Calculated values
Frontier orbital gap in Eh: 0.300
Net charge: 0
DFT total energy in eV: -10277.660
Maximum force in eV Å⁻¹: 0.832
Energy above the lowest of the compared OMol25 structures with the same formula, charge and spin in kJ/mol: 688.7
Highest occupied orbital energy in eV: -8.9

CARTESIAN COORDINATES (ANGSTROEM)
C  -1.709  -0.276  -1.009
O  -1.182  -0.055  0.305
C  0.137  0.139  0.407
N  0.761  0.886  -0.603
N  0.647  -0.059  1.738
C  1.538  -0.676  0.787
O  2.310  0.171  0.198
H  -2.562  -0.947  -0.888
H  -0.952  -0.726  -1.659
H  -2.051  0.666  -1.445
H  0.335  1.835  -0.607
H  1.095  0.793  2.088
H  1.634  -1.751  0.688

5.
Here is a molecular structure, C3H6N2O2 at a distorted geometry from the OMol25 dataset. Energies are from ωB97M-V/def2-TZVPD.

Calculated values
Frontier orbital gap in Eh: 0.323
Net charge: 0
DFT total energy in eV: -10280.420
Maximum force in eV Å⁻¹: 4.127
Energy above the lowest of the compared OMol25 structures with the same formula, charge and spin in kJ/mol: 422.3
Highest occupied orbital energy in eV: -8.0

CARTESIAN COORDINATES (ANGSTROEM)
C  0.961  0.323  0.810
C  -0.298  2.060  -0.211
C  0.319  -1.874  0.357
N  2.786  -0.051  0.298
N  2.742  0.018  -0.823
O  0.726  1.579  0.669
O  0.102  -0.484  0.186
H  -1.280  1.912  0.242
H  -0.254  1.530  -1.163
H  -0.099  3.120  -0.355
H  0.764  -2.280  -0.556
H  -0.650  -2.341  0.534
H  0.987  -2.051  1.202

6.
Here is 2 unconnected molecules or ions with the total composition C3H6N2O2 at a distorted geometry from the OMol25 dataset. Energies are from ωB97M-V/def2-TZVPD.

Calculated values
Frontier orbital gap (alpha / beta) in Eh: 0.322 / 0.335
Net charge: 0
DFT total energy in eV: -10278.418
Maximum force in eV Å⁻¹: 2.960
Energy above the lowest of the compared OMol25 structures with the same formula, charge and spin in kJ/mol: 615.6
Highest occupied orbital energy (alpha / beta) in eV: -8.8 / -8.9

CARTESIAN COORDINATES (ANGSTROEM)
C  -0.753  -3.109  -0.331
C  0.721  0.849  -0.142
C  0.946  2.287  0.226
N  -1.189  -2.011  -0.720
N  -0.625  0.543  0.002
O  1.566  0.046  -0.425
O  -0.977  -0.618  0.479
H  -0.887  -4.006  -0.929
H  -0.528  -3.299  0.688
H  1.953  2.471  0.611
H  0.280  2.688  0.908
H  0.796  2.837  -0.667
H  -1.303  1.321  0.300

7.
Here is a single C3H6N2O2 molecule from the OMol25 dataset. Energies are from ωB97M-V/def2-TZVPD.

Calculated values
Frontier orbital gap in Eh: 0.395
Net charge: 0
DFT total energy in eV: -10283.273
Structure (SMILES): [H]/N=C(/NC=O)OC
Maximum force in eV Å⁻¹: 0.429
Energy above the lowest of the compared OMol25 structures with the same formula, charge and spin in kJ/mol: 147.0
Highest occupied orbital energy in eV: -10.1

CARTESIAN COORDINATES (ANGSTROEM)
C  -1.850  0.126  -1.080
O  -1.036  -0.667  -0.228
C  0.271  -0.294  -0.153
N  1.078  -0.015  -1.086
N  0.634  -0.258  1.186
C  1.868  0.134  1.663
O  2.107  0.228  2.845
H  -2.861  -0.269  -0.980
H  -1.539  0.061  -2.128
H  -1.819  1.172  -0.754
H  0.661  -0.139  -2.005
H  -0.095  -0.433  1.864
H  2.582  0.353  0.856

8.
Here is a single C3H6N2O2 molecule at a distorted geometry from the OMol25 dataset. Energies are from ωB97M-V/def2-TZVPD.

Calculated values
Frontier orbital gap in Eh: 0.322
Net charge: 0
DFT total energy in eV: -10278.207
Maximum force in eV Å⁻¹: 1.777
Energy above the lowest of the compared OMol25 structures with the same formula, charge and spin in kJ/mol: 635.9
Highest occupied orbital energy in eV: -8.2

CARTESIAN COORDINATES (ANGSTROEM)
C  0.365  0.035  0.357
C  0.953  -1.171  -0.316
N  -1.213  0.235  0.141
N  0.594  0.484  1.632
C  0.150  1.348  -0.209
O  -1.858  -0.382  -0.952
O  0.188  2.426  -0.658
H  -2.262  0.346  -1.446
H  -1.658  0.040  1.040
H  1.419  1.049  1.791
H  0.798  -2.022  0.350
H  0.498  -1.366  -1.287
H  2.026  -1.023  -0.441